Entry 1:
DFT (the ωB97M-V functional and the def2-TZVPD basis) results for a gas-phase ion, C3H5Cl2NOP (charge +1).

Output
- charge = +1
- molar mass (g/mol) = 172.96
- HOMO (eV) = -15.9
- frontier orbital gap (eV) = 10.66
- E_LUMO (eV) = -5.274

Cartesian coordinates (Å):
C: -2.102268 0.977506 1.317235
C: 0.989047 0.514351 -1.499086
C: 1.217939 -0.514587 -0.431573
N: -2.908071 1.808712 1.326376
O: 0.586854 -0.009431 0.756694
P: -1.057048 -0.506535 1.309289
Cl: -1.856195 -1.890270 0.252684
Cl: -0.771673 -0.997752 3.135000
H: 0.354501 0.301587 -2.352023
H: 0.619973 1.526507 -1.156206
H: 1.948765 0.830562 -1.978633
H: 2.216248 -0.661476 0.024900
H: 0.761929 -1.379172 -0.704656

Forces on atoms 1 to 6 (eV/Å):
C 0.1 -0.9 -0.2
C 1.6 2.7 -1.4
C 0.7 2.6 0.8
N 0.8 -0.6 0.0
O -5.9 -1.2 3.2
P 4.5 3.3 -1.5

Results of the natural (NBO) charge analysis, in e, for atoms 1 through 4: -0.165 -0.693 -0.066 -0.055

***

Entry 2:
DFT (the ωB97M-V functional and the def2-TZVPD basis) results for a molecular structure, C17H42B3N9O22.

Output
- molar mass (g/mol) = 757.00
- HOMO (eV) = -8.4
- frontier orbital gap (eV) = 8.07
- E_LUMO (eV) = -0.368

Cartesian coordinates (Å):
C: -1.521208 1.167640 -2.649722
N: -1.391675 0.378576 -1.408570
C: -0.384359 0.916522 -0.467416
C: -2.651775 0.210755 -0.761813
O: -3.275838 1.083091 -0.289237
C: -3.152677 -1.231924 -0.723746
B: -3.098370 -1.695029 0.795519
O: -3.977816 -1.085616 1.686347
B: -3.215378 -0.781927 2.802115
O: -2.638210 -1.870576 3.437560
B: -1.826337 -2.550745 2.550504
C: -0.488245 -3.273588 2.967061
C: 0.275098 -2.655953 4.180656
C: 0.379831 -1.126581 4.175256
C: -0.516923 -0.377487 5.168023
O: -1.310849 -1.252958 5.997253
C: -2.423007 -0.697218 6.452206
O: -2.500116 0.397699 6.860049
O: -2.207928 -2.654694 1.203396
H: -1.334438 2.230761 -2.521988
H: -2.544393 1.037851 -2.994182
H: -0.867088 0.708511 -3.384766
H: -0.837827 1.369305 0.404300
H: 0.244972 0.094260 -0.144312
H: 0.263496 1.612373 -0.979999
H: -2.466256 -1.820428 -1.314437
H: -4.163084 -1.248485 -1.112204
H: -3.027393 0.338209 3.112553
H: 0.155129 -3.260221 2.093065
H: -0.724469 -4.308671 3.208156
H: -0.134865 -3.075926 5.088945
H: 1.289104 -3.038604 4.114066
H: 1.401836 -0.880938 4.437852
H: 0.244982 -0.704901 3.184521
H: 0.085798 0.234252 5.826543
H: -1.166862 0.315051 4.658598
H: -3.298574 -1.349475 6.413491
C: -0.970530 -1.298635 -6.039775
N: 0.011971 -0.191968 -6.207735
O: 0.358409 0.102179 -7.337472
O: 0.406991 0.350734 -5.198206
H: -1.229499 -1.682158 -7.019524
H: -0.498052 -2.064290 -5.431748
H: -1.841228 -0.886553 -5.537548
C: 2.877266 3.189165 -4.513282
N: 1.981701 3.128561 -3.323829
O: 1.623862 4.180685 -2.827891
O: 1.663977 2.025814 -2.931336
H: 3.070323 4.229323 -4.747793
H: 3.794971 2.668745 -4.256573
H: 2.364440 2.692176 -5.332104
C: -3.059702 -5.652514 6.526163
N: -2.203020 -5.612508 5.309158
O: -2.748396 -5.696396 4.228136
O: -1.007861 -5.497414 5.482835
H: -4.093106 -5.756635 6.217194
H: -2.741470 -6.503389 7.120883
H: -2.903666 -4.721726 7.063672
C: -0.123869 7.087425 -2.354728
N: -0.314632 7.700799 -3.699322
O: 0.271835 7.198618 -4.637496
O: -1.049121 8.666712 -3.761756
H: 0.549019 6.243325 -2.448788
H: 0.296249 7.849907 -1.705522
H: -1.099714 6.768931 -2.000502
C: 3.278025 -1.972942 -0.883074
N: 2.302646 -1.996131 0.237434
O: 1.946793 -0.927319 0.699497
O: 1.926358 -3.084561 0.624526
H: 3.511273 -0.939273 -1.113611
H: 4.165264 -2.512503 -0.543040
H: 2.814069 -2.464816 -1.733443
C: -2.399482 4.048799 3.823123
N: -1.518464 2.867528 3.615208
O: -1.739856 2.155484 2.654640
O: -0.631653 2.686942 4.423050
H: -3.135831 4.072885 3.027992
H: -2.873697 3.932748 4.793465
H: -1.769330 4.932794 3.800723
C: 4.354007 -3.213431 3.243693
N: 5.328656 -3.293772 2.118314
O: 4.877539 -3.481522 1.000032
O: 6.501183 -3.166618 2.389942
H: 3.352992 -3.345045 2.845182
H: 4.602488 -4.003836 3.945398
H: 4.467328 -2.235456 3.702278
C: 2.430781 1.264907 -9.296816
N: 3.419596 2.373955 -9.402821
O: 3.801320 2.690830 -10.510609
O: 3.776805 2.887682 -8.359211
H: 2.205419 0.904239 -10.293656
H: 2.880257 0.484007 -8.692095
H: 1.544079 1.662602 -8.816874

Forces on atoms 1 to 6 (eV/Å):
C -0.4 -0.9 0.3
N 0.6 0.5 0.0
C 0.1 -0.8 -0.3
C 0.7 -2.3 -1.1
O -1.4 2.4 1.1
C 0.7 0.1 0.4

Results of the Löwdin charge analysis, in e, for atoms 1 through 4: -0.059 -0.161 -0.030 -0.487

***

Entry 3:
DFT (the ωB97M-V functional and the def2-TZVPD basis) results for a molecular structure, C33H37F6N9O4PbSb.

Output
- molar mass (g/mol) = 1066.67
- spin multiplicity = 2
- HOMO (spin up / spin down) (eV) = -6.9 / -7.4
- frontier orbital gap (spin up / spin down) (eV) = 6.75 / 7.19
- E_LUMO (spin up / spin down) (eV) = -0.131 / -0.183
- ⟨S²⟩ = 0.756
- energy relative to the best compared isomer or geometry (same formula, charge and spin) (kcal/mol) = 14.75

Cartesian coordinates (Å):
Pb: -1.174598 -0.996357 -0.582950
C: 1.176006 -1.406673 3.623970
C: 0.178389 -1.503272 2.510969
N: -0.283241 -0.507313 1.855868
N: 0.148467 0.748719 2.227453
C: -0.183997 1.677015 1.367419
O: -0.813843 1.547306 0.256203
C: 0.249347 3.067499 1.730049
C: 1.330699 3.295882 2.578565
C: 1.738850 4.591880 2.858113
C: 1.062219 5.672360 2.304836
C: -0.025657 5.450920 1.470982
C: -0.424371 4.153687 1.178653
C: -0.338877 -2.851608 2.131470
C: -0.042697 -3.966328 2.906250
C: -0.576139 -5.196153 2.559096
C: -1.381957 -5.293189 1.439125
C: -1.604140 -4.146773 0.695498
N: -1.102695 -2.963743 1.035686
H: 1.508830 -0.379628 3.724262
H: 2.027846 -2.055871 3.415738
H: 0.727184 -1.722032 4.569302
H: 1.837519 2.444742 3.013409
H: 2.583233 4.761165 3.514927
H: 1.377717 6.683601 2.529349
H: -0.565091 6.289310 1.048123
H: -1.263807 3.966004 0.520923
H: 0.606326 -3.875175 3.763687
H: -0.352617 -6.071602 3.155143
H: -1.813244 -6.233971 1.127984
H: -2.184471 -4.169336 -0.220181
N: 0.847241 1.357061 -1.748868
C: 1.056403 2.577464 -2.538485
C: 1.550721 3.792312 -1.792602
C: 2.906178 3.574850 -1.120406
C: 3.998257 3.032327 -2.045253
N: 4.027947 1.567185 -2.070152
C: 3.853151 0.737526 -3.105594
N: 3.985286 -0.557996 -2.918065
N: 3.562182 1.196401 -4.333067
C: -0.302465 2.694834 -3.236440
O: -0.794263 3.710066 -3.634021
O: -0.831092 1.471816 -3.347669
H: 0.216971 1.505667 -0.914566
H: 1.685275 0.854274 -1.465515
H: 1.738925 2.305754 -3.345459
H: 0.817619 4.096682 -1.041815
H: 1.615970 4.613933 -2.509479
H: 2.807428 2.921489 -0.247200
H: 3.245620 4.532941 -0.723884
H: 4.978485 3.377623 -1.717244
H: 3.866173 3.416262 -3.057141
H: 4.323031 1.123603 -1.212233
H: 4.109168 -0.959637 -1.992672
H: 3.598523 -1.213673 -3.582548
H: 3.375901 2.171968 -4.474566
H: 3.075538 0.566355 -4.952898
C: -4.197595 0.183240 0.438102
N: -3.551335 -0.709411 -0.508683
C: -4.239513 -1.445368 -1.316142
C: -3.630758 -2.382448 -2.184145
C: -4.186318 -3.206525 -3.170864
C: -3.120143 -3.906866 -3.731233
C: -1.967923 -3.477377 -3.055448
N: -2.268832 -2.565651 -2.122138
C: -3.722872 -0.101322 1.845138
C: -3.221571 0.916994 2.644520
C: -2.752100 0.645944 3.922304
C: -2.781145 -0.651544 4.411209
C: -3.287466 -1.675927 3.620231
C: -3.753426 -1.400617 2.344675
H: -5.287292 0.082091 0.370826
H: -3.943399 1.215495 0.184824
H: -5.328721 -1.353882 -1.330266
H: -5.229287 -3.266196 -3.443509
H: -3.161357 -4.634525 -4.526210
H: -0.946463 -3.800306 -3.201041
H: -3.171577 1.926917 2.252747
H: -2.340836 1.445424 4.524985
H: -2.404733 -0.866384 5.403740
H: -3.307835 -2.692903 3.993488
H: -4.128199 -2.204619 1.720695
F: 1.911618 -1.445029 -0.442835
Sb: 2.740924 -3.167524 -0.546283
F: 1.055268 -3.989572 -0.668945
F: 2.804314 -2.962923 -2.434180
F: 3.658779 -4.795025 -0.677484
F: 4.395746 -2.204947 -0.465263
F: 2.702722 -3.265787 1.334490
O: 0.826518 -0.166207 -3.575053
C: 0.099406 0.444633 -2.794374

Forces on atoms 1 to 6 (eV/Å):
Pb 0.2 -0.3 -0.2
C 0.0 0.0 0.0
C -0.1 -0.1 0.0
N -0.1 0.0 0.0
N 0.1 0.0 -0.1
C 0.0 0.1 0.3

Results of the Löwdin charge analysis, in e, for atoms 1 through 4: 1.528 -0.020 -0.285 -0.017

***

Entry 4:
DFT (the ωB97M-V functional and the def2-TZVPD basis) results for 2 unconnected molecules or ions with the total composition C5H8O.

Output
- molar mass (g/mol) = 84.12
- HOMO (eV) = -8.5
- frontier orbital gap (eV) = 8.83
- E_LUMO (eV) = 0.326
- energy relative to the best compared isomer or geometry (same formula, charge and spin) (kcal/mol) = 89.03

Cartesian coordinates (Å):
C: -1.709993 0.257215 -0.690256
C: -0.247464 0.100096 -0.421352
C: 0.704434 1.041543 -0.350860
C: 1.990653 0.388030 -0.006388
O: 1.634333 -1.010959 0.069696
C: 0.358374 -1.241531 -0.158751
H: -2.030198 -0.426938 -1.482468
H: -1.964003 1.280728 -0.981345
H: -2.287519 -0.000603 0.205140
H: 0.597283 2.111311 -0.499990
H: 2.388246 0.685366 0.970007
H: 2.778705 0.495831 -0.758268
H: -1.284933 -1.771407 2.373740
H: -0.927924 -1.908683 1.731093

Forces on atoms 1 to 6 (eV/Å):
C 0.0 0.0 0.0
C 0.0 0.0 0.0
C 0.0 -0.1 0.0
C 0.0 0.1 0.0
O -0.1 -0.1 0.0
C 0.2 0.3 -0.1

Results of the natural (NBO) charge analysis, in e, for atoms 1 through 4: -0.638 -0.156 -0.170 -0.144

***

Entry 5:
DFT (the ωB97M-V functional and the def2-TZVPD basis) results for a molecular structure, C3H5LiMgO3.

Output
- molar mass (g/mol) = 120.32
- HOMO (eV) = -5.8
- frontier orbital gap (eV) = 5.13
- E_LUMO (eV) = -0.672
- energy relative to the best compared isomer or geometry (same formula, charge and spin) (kcal/mol) = 0.00

Cartesian coordinates (Å):
O: -2.776001 1.162949 3.231207
C: -3.197805 1.018116 1.939805
C: -3.423992 2.279427 3.823318
O: -2.244781 0.683180 1.119826
O: -3.811539 2.230620 1.560602
C: -3.756214 3.176599 2.626760
Mg: -2.185799 -1.637102 0.277684
H: -2.729254 2.747448 4.528902
H: -4.325488 1.946672 4.357458
H: -2.977058 3.912361 2.393033
H: -4.735898 3.660963 2.721591
Li: -2.907806 1.629841 -0.390074
H: -4.039579 0.108523 1.297391

Forces on atoms 1 to 6 (eV/Å):
O -0.5 -0.3 0.6
C -1.6 -3.0 -3.4
C -0.1 0.1 0.2
O 2.5 0.3 -1.3
O -0.7 1.3 -0.4
C 0.0 -0.1 -0.1

Results of the natural (NBO) charge analysis, in e, for atoms 1 through 4: -0.512 0.659 -0.098 -1.074

***

Entry 6:
DFT (the ωB97M-V functional and the def2-TZVPD basis) results for C10H11P in the gas phase.

Output
- molar mass (g/mol) = 162.17
- HOMO (eV) = -8.5
- frontier orbital gap (eV) = 8.85
- E_LUMO (eV) = 0.331
- SMILES = C[C@H]1P=CCc2ccccc21
- energy relative to the best compared isomer or geometry (same formula, charge and spin) (kcal/mol) = 46.06

Cartesian coordinates (Å):
C: -1.425671 -1.787860 1.172618
C: -1.079330 -1.279739 -0.286277
P: -2.585012 0.060293 -0.980713
C: -2.030882 1.387365 -0.169341
C: -0.923444 1.515700 0.773057
C: 0.277441 0.693172 0.313599
C: 1.497674 1.397058 0.064573
C: 2.561898 0.714013 -0.486222
C: 2.458950 -0.493497 -1.086964
C: 1.310263 -1.182744 -0.896243
C: 0.201217 -0.578220 -0.301740
H: -2.408648 -2.181984 0.987528
H: -1.274116 -0.970108 1.759395
H: -0.579274 -2.503599 1.324053
H: -1.149314 -2.004463 -1.003186
H: -2.545715 2.237665 -0.355279
H: -1.126331 1.590573 1.905142
H: -0.542286 2.607922 0.745899
H: 1.704441 2.484360 0.271637
H: 3.380702 1.306007 -0.687705
H: 3.318972 -0.894863 -1.625296
H: 0.958457 -2.117043 -1.438532

Forces on atoms 1 to 6 (eV/Å):
C 1.5 -1.8 -4.5
C -2.3 3.1 1.8
P 1.9 -1.5 0.8
C 0.0 -2.5 0.4
C 2.4 2.2 1.4
C 1.4 1.2 -1.0

Results of the natural (NBO) charge analysis, in e, for atoms 1 through 4: -0.606 -0.372 0.597 -0.582

***

Entry 7:
DFT (the ωB97M-V functional and the def2-TZVPD basis) results for 3 unconnected molecules or ions with the total composition C4H12O3.

Output
- molar mass (g/mol) = 108.14
- HOMO (eV) = -9.4
- frontier orbital gap (eV) = 10.09
- E_LUMO (eV) = 0.684
- SMILES = C/C=C/CO.O.O
- energy relative to the best compared isomer or geometry (same formula, charge and spin) (kcal/mol) = 26.02

Cartesian coordinates (Å):
C: -0.540450 0.700636 2.052568
C: -0.449724 0.610846 0.566316
C: -0.068097 -0.434606 -0.145300
C: 0.347932 -0.477564 -1.587402
O: 1.428723 -1.391880 -1.662092
H: 0.102253 1.497364 2.424841
H: -0.199939 -0.211330 2.519175
H: -1.556584 0.944652 2.366913
H: -0.753884 1.485341 -0.003937
H: 0.314515 -1.334708 0.336213
H: -0.484918 -0.796170 -2.226906
H: 0.648600 0.509005 -1.930267
H: 1.590788 -1.583920 -2.590357
O: -3.233708 -1.505039 0.043350
H: -2.578150 -1.236461 0.695440
H: -3.246101 -0.777432 -0.589799
O: 2.682283 1.675500 -0.033638
H: 3.180618 1.393691 -0.811083
H: 2.815846 0.932071 0.575958

Forces on atoms 1 to 6 (eV/Å):
C -0.1 0.2 -0.2
C -0.4 0.2 -0.6
C 1.4 -0.5 0.3
C -0.9 0.2 -0.1
O 0.2 -0.1 -0.2
H 0.0 0.2 -0.1

Results of the natural (NBO) charge analysis, in e, for atoms 1 through 4: -0.647 -0.167 -0.224 -0.098

***

Entry 8:
DFT (the ωB97M-V functional and the def2-TZVPD basis) results for C3H5NOS2 in the gas phase.

Output
- molar mass (g/mol) = 135.21
- HOMO (eV) = -8.7
- frontier orbital gap (eV) = 9.05
- E_LUMO (eV) = 0.386
- SMILES = CN(C=S)SC=O
- energy relative to the best compared isomer or geometry (same formula, charge and spin) (kcal/mol) = 23.56

Cartesian coordinates (Å):
C: -0.538804 -0.837388 1.103426
N: -0.317547 -0.481391 -0.300952
C: -1.267136 0.177280 -1.015471
S: -2.768528 0.557029 -0.491626
S: 1.240350 -0.636555 -0.956743
C: 1.975400 0.872890 -0.345376
O: 1.390699 1.678755 0.320770
H: 0.259195 -1.495545 1.426255
H: -1.516474 -1.337205 1.185262
H: -0.564033 0.095674 1.712254
H: -0.938298 0.449785 -1.991301
H: 3.045173 0.956671 -0.646498

Forces on atoms 1 to 6 (eV/Å):
C -0.5 0.6 0.1
N 0.2 0.0 -0.1
C -0.5 -0.1 0.9
S 0.3 -0.1 -0.1
S -0.2 0.2 0.2
C 0.0 0.1 0.1

Results of the natural (NBO) charge analysis, in e, for atoms 1 through 4: -0.430 -0.556 -0.069 -0.102

***

Number 1: total energy -1508.73694 Ha. Number 2: total energy -2895.06049 Ha. Number 3: total energy -3105.96590 Ha. Number 4: total energy -270.41602 Ha. Number 5: total energy -550.58689 Ha. Number 6: total energy -728.90254 Ha. Number 7: total energy -385.28029 Ha. Number 8: total energy -1043.65168 Ha.